Computed, not measured: a structure of composition CH8Ba3O7, with wB97M-V/def2-TZVPD.

Geometry as ORCA input:
```
! wB97M-V def2-TZVPD RIJCOSX def2/J DEFGRID3
* xyz 4 1
Ba 16.03 -13.67 12.37
Ba 14.78 -16.96 9.29
Ba 16.74 -12.84 7.67
C 17.40 -15.12 9.90
O 17.74 -13.90 10.19
O 17.11 -15.41 8.66
O 16.97 -15.88 10.86
O 19.02 -16.87 7.10
H 18.45 -16.56 7.81
H 19.53 -17.61 7.46
O 19.49 -16.79 12.34
H 18.74 -16.43 11.88
H 19.77 -17.59 11.89
O 20.65 -13.60 11.67
H 21.20 -13.02 11.12
H 19.97 -13.93 11.09
O 18.31 -14.44 5.85
H 18.57 -15.31 6.24
H 19.17 -14.08 5.60
*
```

Summary:
Energy relative to the best compared isomer or geometry (same formula, charge and spin) = 4.087 eV
Calculated total energy = -17542.6366 eV
Gap between HOMO and LUMO = 5.06 eV
HOMO level = -20.57 eV
Largest force on an atom = 0.0556 hartree/bohr
LUMO level = -15.510 eV



Computed, not measured: a cluster of 2 separate species, CH8N2 in total, with wB97M-V/def2-TZVPD.

Geometry as ORCA input:
```
! wB97M-V def2-TZVPD RIJCOSX def2/J DEFGRID3
* xyz 0 1
C 0.98 -1.72 0.86
N 0.49 -1.83 -0.51
H 0.97 -2.73 1.27
H 0.42 -1.01 1.47
H 2.02 -1.39 0.85
H -0.36 -2.37 -0.56
H 0.29 -1.01 -1.06
N -1.36 3.20 -0.38
H -0.96 3.14 -1.28
H -1.53 2.29 0.00
H -0.74 3.72 0.22
*
```

Summary:
Energy relative to the best compared isomer or geometry (same formula, charge and spin) = 0.135 eV
Calculated total energy = -4146.6000 eV
Gap between HOMO and LUMO = 9.98 eV
HOMO level = -9.15 eV
Largest force on an atom = 0.0232 hartree/bohr
LUMO level = 0.826 eV
SMILES = CN.N



Computed, not measured: a structure of composition CH8N2O, with wB97M-V/def2-TZVPD.

Geometry as ORCA input:
```
! wB97M-V def2-TZVPD RIJCOSX def2/J DEFGRID3
* xyz 0 1
N 0.70 0.77 -0.07
C -0.58 0.79 1.49
O -1.04 -0.34 1.68
H 0.50 1.72 -0.36
H 1.45 0.84 0.58
H 0.17 1.17 2.21
H -1.22 1.56 1.03
N -0.01 -1.32 -1.33
H -0.54 -1.18 -2.18
H -0.62 -1.87 -0.73
H 0.81 -1.89 -1.52
H 0.37 -0.25 -0.81
*
```

Summary:
Energy relative to the best compared isomer or geometry (same formula, charge and spin) = 2.056 eV
Calculated total energy = -6192.3726 eV
Gap between HOMO and LUMO = 8.48 eV
HOMO level = -7.93 eV
Largest force on an atom = 0.0457 hartree/bohr
LUMO level = 0.550 eV



Computed, not measured: a cluster of 3 separate species, CH8N2O in total, with wB97M-V/def2-TZVPD.

Geometry as ORCA input:
```
! wB97M-V def2-TZVPD RIJCOSX def2/J DEFGRID3
* xyz 0 1
N 0.24 2.11 1.10
H 1.05 2.72 1.10
H 0.18 1.60 0.22
H 2.04 -2.32 -0.05
H -0.58 2.63 1.36
N -1.81 -0.41 -1.11
C -0.56 -0.87 -0.91
O 0.54 -0.21 -0.58
H -2.04 0.17 -0.30
H 1.62 -2.52 0.54
H -0.47 -1.20 0.22
H -0.21 -1.69 -1.59
*
```

Summary:
Energy relative to the best compared isomer or geometry (same formula, charge and spin) = 6.130 eV
Calculated total energy = -6188.2983 eV
Gap between HOMO and LUMO = 6.95 eV
HOMO level = -9.51 eV
Largest force on an atom = 0.0797 hartree/bohr
LUMO level = -2.560 eV



Computed, not measured: a cluster of 3 separate species, CH8N2O in total, with wB97M-V/def2-TZVPD.

Geometry as ORCA input:
```
! wB97M-V def2-TZVPD RIJCOSX def2/J DEFGRID3
* xyz 0 1
N 2.15 0.54 0.45
H 1.98 1.42 -0.08
H 1.33 0.16 0.84
H 0.63 -2.85 -0.14
H 2.57 -0.16 -0.25
N -1.32 0.91 -0.93
C -1.02 -0.29 -0.28
O -0.54 -0.45 0.95
H -0.80 1.70 -0.70
H 0.60 -3.19 -0.82
H 0.07 -0.70 -0.86
H -1.73 -1.20 -0.57
*
```

Summary:
Energy relative to the best compared isomer or geometry (same formula, charge and spin) = 6.291 eV
Calculated total energy = -6188.1376 eV
Gap between HOMO and LUMO = 6.88 eV
HOMO level = -9.88 eV
Largest force on an atom = 0.0930 hartree/bohr
LUMO level = -2.997 eV



Computed, not measured: a cluster of 2 separate species, CH8N2OPS in total, with wB97M-V/def2-TZVPD.

Geometry as ORCA input:
```
! wB97M-V def2-TZVPD RIJCOSX def2/J DEFGRID3
* xyz 1 1
C 0.65 -0.98 1.59
N 0.55 2.87 -1.75
N 1.59 -2.08 1.03
O -0.27 5.15 -1.80
P -0.76 3.71 -1.30
S 0.02 -0.10 0.10
H 1.33 -0.27 2.12
H -0.27 -1.36 2.07
H 0.44 1.86 -1.83
H 1.10 3.29 -2.47
H 1.18 -2.57 0.22
H 2.41 -1.56 1.05
H 1.54 -2.73 1.78
H -0.92 5.79 -1.62
*
```

Summary:
Energy relative to the best compared isomer or geometry (same formula, charge and spin) = 1.842 eV
Calculated total energy = -26310.5890 eV
Gap between HOMO and LUMO = 4.84 eV
HOMO level = -10.34 eV
Largest force on an atom = 0.0731 hartree/bohr
LUMO level = -5.495 eV



Computed, not measured: a cluster of 2 separate species, CH8N2P in total, with wB97M-V/def2-TZVPD.

Geometry as ORCA input:
```
! wB97M-V def2-TZVPD RIJCOSX def2/J DEFGRID3
* xyz 1 1
C -0.60 0.53 0.32
N -0.63 1.43 1.20
N 1.41 -0.44 -1.22
P -0.65 -1.15 0.43
H -0.48 0.80 -0.75
H -0.62 1.28 2.26
H -0.40 2.41 0.90
H 1.69 -1.29 -0.75
H 1.24 -0.84 -2.22
H 2.18 0.11 -1.31
H -1.46 -1.53 1.62
H -1.68 -1.33 -0.47
*
```

Summary:
Energy relative to the best compared isomer or geometry (same formula, charge and spin) = 1.677 eV
Calculated total energy = -13427.3051 eV
Gap between HOMO and LUMO = 9.24 eV
HOMO level = -13.92 eV
Largest force on an atom = 0.0980 hartree/bohr
LUMO level = -4.682 eV



Computed, not measured: a cluster of 2 separate species, CH8N2S in total, with wB97M-V/def2-TZVPD.

Geometry as ORCA input:
```
! wB97M-V def2-TZVPD RIJCOSX def2/J DEFGRID3
* xyz 0 1
N 1.39 -0.64 -0.78
C 1.92 0.13 0.41
N 1.76 1.55 0.13
H 0.57 -1.15 -0.41
H 1.89 -1.07 -1.56
H 3.07 -0.24 0.68
H 1.26 -0.02 1.27
H 2.50 1.66 -0.57
H 1.84 2.18 0.91
S -2.56 -0.47 0.12
H -1.98 0.11 -0.99
H -1.75 -1.14 0.81
*
```

Summary:
Energy relative to the best compared isomer or geometry (same formula, charge and spin) = 1.477 eV
Calculated total energy = -14980.5562 eV
Gap between HOMO and LUMO = 10.08 eV
HOMO level = -9.19 eV
Largest force on an atom = 0.0771 hartree/bohr
LUMO level = 0.897 eV
SMILES = NCN.S



Computed, not measured: a cluster of 2 separate species, CH8N2S2 in total, with wB97M-V/def2-TZVPD.

Geometry as ORCA input:
```
! wB97M-V def2-TZVPD RIJCOSX def2/J DEFGRID3
* xyz 1 2
S -2.28 -1.38 0.20
S -2.89 0.51 -0.40
H -2.77 -1.20 1.45
H -1.67 1.02 -0.52
N 0.39 -0.10 -1.00
C 1.52 0.36 -0.17
N 1.36 0.29 1.26
H 0.15 -1.08 -1.01
H 0.44 0.28 -1.94
H 1.73 1.39 -0.47
H 2.38 -0.24 -0.47
H 1.13 -0.66 1.55
H 0.54 0.83 1.53
*
```

Summary:
Energy relative to the best compared isomer or geometry (same formula, charge and spin) = 0.633 eV
Calculated total energy = -25808.0367 eV
Gap between HOMO and LUMO (spin up / spin down) = 10.09 / 4.56 eV
HOMO level (spin up / spin down) = -14.42 / -13.57 eV
Largest force on an atom = 0.0209 hartree/bohr
LUMO level (spin up / spin down) = -4.331 / -9.010 eV



Computed, not measured: a cluster of 2 separate species, CH8N3 in total, with wB97M-V/def2-TZVPD.

Geometry as ORCA input:
```
! wB97M-V def2-TZVPD RIJCOSX def2/J DEFGRID3
* xyz 1 1
N -0.56 0.55 0.33
C 0.18 0.39 -0.72
N -0.01 1.05 -1.86
H -1.45 1.09 0.29
H -0.31 -0.05 1.14
H 0.88 -0.46 -0.72
H 0.44 0.80 -2.71
H -0.80 1.69 -1.91
N 0.35 -1.56 1.86
H 1.30 -1.55 1.43
H 0.50 -1.66 2.85
H -0.07 -2.42 1.53
*
```

Summary:
Energy relative to the best compared isomer or geometry (same formula, charge and spin) = 0.340 eV
Calculated total energy = -5631.3197 eV
Gap between HOMO and LUMO = 11.63 eV
HOMO level = -15.21 eV
Largest force on an atom = 0.0338 hartree/bohr
LUMO level = -3.578 eV